Run one
An isolated ion of composition C6H10N and charge +1, computed with ωB97M-V/def2-TZVPD.

Geometry (Å):
C (-0.56, 1.33, -0.72)
C (-1.42, 0.50, -0.07)
C (0.20, -0.30, 0.28)
C (-2.61, -0.29, 0.24)
C (0.64, -1.51, 0.81)
C (2.03, 1.19, -0.40)
N (0.72, 0.69, -0.34)
H (-0.62, 2.30, -1.32)
H (-3.35, -0.12, -0.47)
H (-3.05, 0.13, 1.11)
H (-2.44, -1.38, 0.40)
H (0.62, -1.71, 1.85)
H (1.64, -1.82, 0.51)
H (-0.08, -2.27, 0.53)
H (2.10, 2.25, -0.29)
H (2.41, 1.14, -1.41)
H (2.66, 0.66, 0.30)

Properties
Lowest unoccupied orbital energy (alpha / beta), eV: -3.17 / -7.03
2S+1: 3
Total charge: +1


Run two
An isolated ion of composition C6H10N and charge +1, computed with ωB97M-V/def2-TZVPD.

Geometry (Å):
C (1.82, -0.72, 0.31)
C (2.97, -1.12, 0.30)
C (-0.21, -0.62, -0.80)
C (-0.13, 0.16, -1.98)
C (0.51, 1.14, 0.68)
C (-0.11, -1.03, 1.57)
N (0.39, -0.25, 0.47)
H (-0.66, -1.66, -0.88)
H (-0.25, -0.37, -2.93)
H (0.83, 0.64, -2.13)
H (-0.77, 1.10, -1.87)
H (-0.48, 1.68, 0.69)
H (1.31, 1.24, 1.56)
H (1.06, 1.68, -0.12)
H (-0.28, -2.02, 1.12)
H (0.76, -1.01, 2.31)
H (-1.12, -0.78, 2.15)

Properties
Lowest unoccupied orbital energy (alpha / beta), eV: -3.00 / -7.66
2S+1: 3
Total charge: +1


Run three
C6H10N as an isolated structure, computed with ωB97M-V/def2-TZVPD.

Geometry (Å):
C (-0.35, -1.57, -0.16)
C (0.84, -0.63, -0.08)
C (-1.18, -0.56, -0.07)
C (2.27, -0.83, -0.01)
C (-2.48, -0.05, -0.06)
C (0.46, 1.86, 0.18)
N (0.19, 0.47, 0.09)
H (-0.31, -2.65, -0.37)
H (2.62, -1.01, 1.06)
H (2.73, 0.07, -0.29)
H (2.42, -1.73, -0.65)
H (-3.26, -0.67, -0.40)
H (-2.63, 0.85, -0.69)
H (-2.89, 0.03, 0.88)
H (0.68, 2.18, -0.75)
H (1.23, 1.91, 0.84)
H (-0.36, 2.32, 0.50)

Properties
Lowest unoccupied orbital energy (alpha / beta), eV: -2.90 / -7.37
2S+1: 3
Total charge: +1


Which structure is the least stable? The one labeled run two.


Run one
An isolated ion of composition C4H6N and charge +1, computed with ωB97M-V/def2-TZVPD.

Geometry (Å):
C (-2.09, -0.90, -0.22)
C (-0.84, -0.77, -0.23)
C (0.95, 0.82, -0.56)
C (1.48, 0.17, 0.70)
N (0.02, 0.04, 0.26)
H (-2.61, -1.80, -0.42)
H (-2.28, -0.04, 0.25)
H (0.69, 1.93, -0.52)
H (1.10, 0.51, -1.59)
H (1.94, -0.79, 0.83)
H (1.65, 0.84, 1.50)

Properties
SMILES: C=C=[N+]1CC1
Lowest unoccupied orbital energy, eV: -5.98
Total charge: +1


Run two
An isolated ion of composition C4H6N and charge +1, computed with ωB97M-V/def2-TZVPD.

Geometry (Å):
C (0.36, 0.00, -0.12)
C (1.42, 0.92, 0.53)
C (1.08, -0.52, 1.09)
C (1.51, 0.60, 1.90)
N (-1.18, 0.07, -0.04)
H (0.41, -0.30, -1.20)
H (2.28, 1.19, -0.09)
H (1.67, -1.48, 1.21)
H (-1.55, -0.89, -0.17)
H (-1.71, 0.83, -0.72)
H (-1.57, 0.26, 0.96)

Properties
Lowest unoccupied orbital energy, eV: -4.47
Total charge: +1


Which structure is the least stable? The one labeled run two.


Run one
A 2-piece molecular cluster, C4H10N3S overall, computed with ωB97M-V/def2-TZVPD.

Geometry (Å):
C (0.48, 0.13, -0.32)
C (1.26, -0.11, -1.54)
C (-0.73, -2.77, 0.46)
C (0.97, 2.94, -0.21)
N (-2.45, -0.05, 2.09)
N (-1.86, -0.82, 1.43)
N (-1.19, -1.53, 0.82)
S (0.15, 1.48, 0.49)
H (1.97, -0.96, -1.19)
H (0.55, -0.67, -2.27)
H (1.78, 0.86, -1.77)
H (-0.17, -2.99, 1.40)
H (-0.07, -2.75, -0.38)
H (-1.59, -3.46, 0.17)
H (1.99, 2.96, -0.02)
H (0.64, 3.78, 0.26)
H (0.85, 3.07, -1.33)
H (-2.60, 0.91, 1.93)

Properties
Lowest unoccupied orbital energy, eV: -4.47
Total charge: +1


Run two
C4H10N3S as an isolated structure, computed with ωB97M-V/def2-TZVPD.

Geometry (Å):
C (1.46, -0.12, 0.25)
C (-3.45, -0.20, -2.18)
C (0.81, -2.12, 1.67)
C (1.65, -1.51, 0.49)
N (1.22, 1.00, 0.36)
N (-2.35, -0.57, -1.88)
N (-0.06, 3.07, -0.35)
S (-1.04, -1.28, -1.37)
H (0.59, 2.18, 0.22)
H (-4.29, 0.31, -1.98)
H (1.21, -1.76, 2.57)
H (0.94, -3.15, 1.55)
H (-0.29, -1.85, 1.55)
H (1.45, -2.06, -0.39)
H (2.64, -1.69, 0.77)
H (-1.00, 2.78, -0.33)
H (0.36, 3.06, -1.27)
H (0.16, 3.89, 0.33)

Properties
Lowest unoccupied orbital energy, eV: -3.09
Total charge: +1


Which structure is the least stable? The one labeled run one.


Run one
One molecule with the formula C20H24N4O3S, computed with ωB97M-V/def2-TZVPD.

Geometry (Å):
C (4.27, -3.86, -0.27)
H (3.91, -4.64, -0.93)
H (4.09, -4.16, 0.76)
H (5.34, -3.73, -0.41)
C (3.55, -2.55, -0.58)
N (2.12, -2.68, -0.46)
C (1.36, -2.73, 0.66)
C (0.05, -2.92, 0.24)
C (0.13, -2.95, -1.17)
N (1.38, -2.81, -1.56)
C (-0.99, -3.11, -2.14)
H (-0.58, -3.21, -3.15)
H (-1.57, -4.00, -1.91)
H (-1.65, -2.25, -2.12)
C (-1.18, -2.96, 1.08)
N (-1.77, -1.64, 1.18)
C (-1.43, -0.77, 2.15)
O (-0.80, -1.06, 3.15)
C (-1.88, 0.62, 1.86)
N (-2.58, 0.91, 0.78)
O (-2.69, 2.26, 0.74)
C (-2.05, 2.80, 1.79)
C (-1.52, 1.80, 2.55)
H (-0.94, 1.87, 3.45)
C (-1.88, 4.28, 1.81)
H (-2.79, 4.77, 1.44)
H (-1.64, 4.63, 2.81)
O (-0.76, 4.63, 1.00)
C (-0.92, 4.36, -0.35)
C (-1.74, 5.14, -1.14)
C (-1.87, 4.87, -2.49)
C (-1.18, 3.81, -3.05)
C (-0.35, 3.03, -2.27)
C (-0.22, 3.29, -0.91)
S (0.81, 2.34, 0.17)
C (0.82, 0.71, -0.64)
H (1.54, 0.69, -1.45)
H (1.11, 0.01, 0.13)
H (-0.18, 0.48, -1.00)
H (0.19, 2.21, -2.72)
H (-1.28, 3.59, -4.10)
H (-2.52, 5.49, -3.10)
H (-2.27, 5.97, -0.69)
H (-2.24, -1.27, 0.37)
H (-0.93, -3.28, 2.10)
H (-1.92, -3.64, 0.65)
C (1.90, -2.60, 2.04)
H (2.77, -1.95, 2.05)
H (2.19, -3.57, 2.44)
H (1.14, -2.18, 2.69)
H (3.74, -2.25, -1.61)
H (3.89, -1.76, 0.09)

Properties
SMILES: CCn1nc(C)c(CNC(=O)c2cc(COc3ccccc3SC)on2)c1C
Lowest unoccupied orbital energy, eV: 0.70


Run two
One molecule with the formula C20H24N4O3S, computed with ωB97M-V/def2-TZVPD.

Geometry (Å):
C (-4.36, -0.45, -0.67)
O (-4.93, -1.54, 0.03)
C (-4.15, -2.71, 0.03)
C (-2.84, -2.59, 0.83)
C (-1.61, -2.38, -0.06)
N (-0.46, -1.98, 0.71)
C (-0.23, -0.69, 1.00)
N (-1.05, 0.23, 0.54)
C (-0.82, 1.53, 0.86)
C (-1.66, 2.54, 0.37)
C (-1.45, 3.84, 0.73)
C (-0.39, 4.19, 1.58)
C (0.45, 3.23, 2.07)
C (0.25, 1.88, 1.71)
N (1.12, 0.93, 2.16)
C (0.91, -0.30, 1.80)
N (1.83, -1.26, 2.22)
H (2.48, -0.86, 2.89)
S (2.69, -2.11, 1.02)
O (1.98, -3.33, 0.75)
O (4.03, -2.22, 1.51)
C (2.54, -1.02, -0.39)
C (1.74, -1.45, -1.43)
C (1.45, -0.60, -2.48)
C (1.96, 0.70, -2.49)
C (2.78, 1.10, -1.44)
C (3.09, 0.26, -0.37)
C (3.96, 0.74, 0.74)
H (4.63, 1.52, 0.39)
H (4.53, -0.08, 1.16)
H (3.33, 1.16, 1.53)
H (3.19, 2.10, -1.45)
C (1.65, 1.63, -3.61)
H (0.67, 1.42, -4.03)
H (2.39, 1.51, -4.41)
H (1.68, 2.66, -3.28)
H (0.82, -0.93, -3.29)
H (1.35, -2.45, -1.40)
H (1.27, 3.47, 2.72)
H (-0.24, 5.22, 1.85)
H (-2.10, 4.62, 0.35)
H (-2.48, 2.26, -0.28)
H (0.19, -2.68, 1.04)
H (-1.81, -1.59, -0.79)
H (-1.36, -3.30, -0.59)
H (-2.69, -3.49, 1.43)
H (-2.94, -1.75, 1.51)
H (-4.80, -3.46, 0.48)
H (-3.93, -3.02, -1.01)
H (-3.44, -0.09, -0.19)
H (-5.11, 0.34, -0.65)
H (-4.14, -0.72, -1.71)

Properties
SMILES: COCCCNc1nc2ccccc2nc1NS(=O)(=O)c1ccc(C)cc1C
Lowest unoccupied orbital energy, eV: 0.00


Which structure is the least stable? The one labeled run one.


Run one
A 4-piece molecular cluster, C4H16O3S overall, computed with ωB97M-V/def2-TZVPD.

Geometry (Å):
C (-0.19, -0.76, -2.56)
C (0.23, -1.73, -1.44)
C (0.77, -1.06, -0.20)
S (-0.67, -0.77, 0.96)
C (-2.01, -0.26, 2.12)
H (0.60, -0.01, -2.62)
H (-0.19, -1.32, -3.52)
H (-1.23, -0.43, -2.52)
H (1.08, -2.28, -1.85)
H (-0.54, -2.46, -1.25)
H (1.24, -0.14, -0.54)
H (1.42, -1.73, 0.36)
H (-2.95, -0.26, 1.58)
H (-1.98, -0.89, 3.01)
H (-1.75, 0.77, 2.38)
H (0.57, 4.97, -3.15)
H (-0.56, 5.16, -2.25)
O (0.22, 5.65, -2.54)
H (1.86, -4.25, 2.56)
H (2.76, -3.92, 1.43)
O (2.13, -3.48, 2.04)
H (0.25, 2.49, 2.74)
H (-0.47, 3.75, 2.33)
O (-0.58, 2.97, 2.91)

Properties
SMILES: CCCSC.O.O.O
Lowest unoccupied orbital energy, eV: -0.06


Run two
A 4-piece molecular cluster, C4H16O3S overall, computed with ωB97M-V/def2-TZVPD.

Geometry (Å):
C (1.46, 0.86, -2.45)
C (0.17, 0.53, -1.71)
C (0.39, -0.61, -0.71)
C (-0.55, -0.84, 0.45)
S (-0.01, -2.17, 1.58)
H (2.23, 0.91, -1.66)
H (1.87, 0.08, -3.09)
H (1.47, 1.76, -3.07)
H (-0.68, 0.36, -2.40)
H (-0.20, 1.47, -1.26)
H (1.40, -0.63, -0.26)
H (0.43, -1.43, -1.44)
H (-1.52, -1.05, -0.02)
H (-0.58, 0.08, 1.05)
H (-0.01, -3.32, 0.75)
H (-5.08, 0.95, -1.95)
H (-6.29, 1.81, -2.11)
O (-5.40, 1.71, -2.45)
H (3.30, 0.24, 1.47)
H (4.64, 0.88, 1.27)
O (4.01, 0.33, 0.81)
H (-0.14, -0.43, 5.03)
H (-0.91, -0.85, 6.25)
O (-0.02, -0.67, 5.95)

Properties
SMILES: CCCCS.O.O.O
Lowest unoccupied orbital energy, eV: 0.46


Run three
A 4-piece molecular cluster, C4H16O3S overall, computed with ωB97M-V/def2-TZVPD.

Geometry (Å):
C (0.81, 1.39, -2.59)
C (-0.30, 1.06, -1.61)
C (0.23, 0.47, -0.31)
C (-0.87, 0.16, 0.70)
S (-0.03, -0.39, 2.23)
H (0.42, 1.70, -3.58)
H (1.45, 0.52, -2.74)
H (1.46, 2.19, -2.22)
H (-0.93, 1.92, -1.42)
H (-0.97, 0.32, -2.06)
H (0.71, -0.50, -0.55)
H (1.04, 1.08, 0.12)
H (-1.52, 1.00, 0.90)
H (-1.36, -0.75, 0.37)
H (-1.00, -1.15, 2.75)
H (0.39, 2.66, 1.45)
H (-0.03, 3.31, 0.20)
O (-0.04, 3.48, 1.16)
H (0.64, -2.73, 1.09)
H (1.81, -3.33, 0.31)
O (0.95, -2.90, 0.19)
H (-0.77, -2.92, -2.57)
H (-0.51, -2.50, -1.12)
O (-0.90, -2.19, -1.95)

Properties
SMILES: CCCCS.O.O.O
Lowest unoccupied orbital energy, eV: 0.38


Which structure is the least stable? The one labeled run one.


Run one
A 2-piece molecular cluster, CH3NO2S2 overall, computed with ωB97M-V/def2-TZVPD.

Geometry (Å):
C (1.08, 1.70, -0.21)
N (-0.22, -3.11, -0.77)
O (-1.35, -1.45, 0.68)
O (1.09, -1.42, 0.71)
S (0.04, 0.92, -1.19)
S (-0.14, -1.80, 0.07)
H (0.53, -3.68, -1.25)
H (1.37, 1.04, 0.63)
H (1.23, 2.75, 0.05)

Properties
SMILES: N=S(=O)=O.C=S
Lowest unoccupied orbital energy, eV: -1.16


Run two
One molecule with the formula CH3NO2S2, computed with ωB97M-V/def2-TZVPD.

Geometry (Å):
C (0.21, 0.06, 0.32)
N (-0.47, -0.25, -0.75)
O (-1.33, -1.11, -1.02)
O (-0.58, 0.85, -1.57)
S (0.54, -1.16, 1.83)
S (1.06, 1.56, 0.26)
H (-0.47, -1.98, 2.00)
H (-0.50, 0.62, -2.50)
H (1.54, 1.41, 1.43)

Properties
Lowest unoccupied orbital energy (alpha / beta), eV: 0.21 / 0.21


Which structure is the least stable? The one labeled run two.